A molecular structure, C43H44BrCsF4N2O5P, computed with ωB97M-V/def2-TZVPD.

Structure (ORCA input):
```
! RIJCOSX wB97M-V def2-TZVPD def2/J DEFGRID3
* xyz -1 1
Cs 1.115 -1.327 -0.128
O 5.306 0.458 2.527
C 4.451 0.387 1.494
O 3.448 1.042 1.451
C 4.947 -0.570 0.441
O 3.923 -0.907 -0.441
C 4.381 -1.791 -1.447
C 3.188 -2.509 -2.163
O 3.398 -3.649 -2.542
O 2.120 -1.854 -2.273
H 4.961 1.060 3.205
H 5.348 -1.461 0.948
H 5.790 -0.084 -0.081
H 5.019 -2.575 -1.026
H 4.966 -1.244 -2.201
C -1.766 -2.836 -2.760
C -1.590 -1.412 -2.227
C -1.292 -0.456 -3.379
C -2.793 -1.006 -1.408
C -3.971 -0.602 -2.010
C -5.095 -0.311 -1.260
C -5.028 -0.386 0.118
C -3.866 -0.778 0.765
C -3.818 -0.779 2.278
C -4.214 0.593 2.828
C -4.708 -1.863 2.886
C -2.741 -1.130 -0.005
N -1.571 -1.588 0.577
C -1.614 -2.690 1.255
C -0.574 -3.327 1.940
C -0.751 -4.537 2.653
C 0.485 -4.872 3.158
C 1.364 -3.853 2.736
N 0.735 -2.926 2.015
C 2.850 -3.764 3.000
C 3.195 -2.349 3.478
C 3.609 -4.075 1.704
C 3.279 -4.779 4.064
H -0.856 -3.151 -3.268
H -2.601 -2.882 -3.460
H -1.962 -3.529 -1.944
H -0.723 -1.416 -1.563
H -2.107 -0.438 -4.101
H -0.390 -0.786 -3.888
H -1.135 0.556 -3.008
H -4.030 -0.538 -3.087
H -6.023 -0.035 -1.746
H -5.907 -0.147 0.699
H -2.787 -0.978 2.582
H -5.246 0.828 2.581
H -3.574 1.362 2.405
H -4.110 0.615 3.911
H -5.745 -1.736 2.579
H -4.658 -1.818 3.973
H -4.378 -2.848 2.571
H -2.564 -3.247 1.297
H -1.681 -5.064 2.791
H 0.717 -5.739 3.754
H 2.834 -1.619 2.757
H 4.272 -2.234 3.610
H 2.708 -2.147 4.431
H 3.403 -3.318 0.953
H 3.281 -5.033 1.304
H 4.683 -4.124 1.890
H 2.698 -4.648 4.976
H 4.333 -4.649 4.307
H 3.134 -5.793 3.700
F 2.609 4.406 -6.144
C 2.034 3.967 -5.013
C 1.121 4.771 -4.343
F 0.799 5.982 -4.834
C 0.550 4.318 -3.160
F -0.311 5.138 -2.538
C 0.838 3.062 -2.639
P 0.119 2.419 -1.056
C -1.651 2.803 -1.287
C -2.267 2.933 -2.525
C -3.639 3.090 -2.604
C -4.410 3.078 -1.455
C -3.808 2.911 -0.219
C -2.436 2.775 -0.135
C 0.686 3.849 -0.036
C 1.987 3.743 0.451
C 2.534 4.761 1.211
C 1.790 5.894 1.491
C 0.492 5.997 1.020
C -0.066 4.979 0.266
C 1.756 2.256 -3.318
Br 2.098 0.482 -2.713
C 2.349 2.720 -4.491
F 3.246 1.962 -5.135
H -1.681 2.918 -3.434
H -4.106 3.216 -3.572
H -5.482 3.196 -1.521
H -4.411 2.870 0.676
H -1.956 2.645 0.827
H 2.556 2.848 0.246
H 3.542 4.668 1.589
H 2.220 6.696 2.074
H -0.090 6.881 1.238
H -1.080 5.074 -0.094
*
```

LUMO: 1.822 eV
gap between HOMO and LUMO: 0.2289 Eh
highest occupied orbital energy: -4.407 eV
energy above the lowest of the compared OMol25 structures with the same formula, charge and spin: 134.54 kJ/mol

Here are the Löwdin charges for atoms 1 to 2, given in e: Cs 1.468; O 0.107

***

A molecular structure, C43H44N5O4P2PbS, computed with ωB97M-V/def2-TZVPD.

Structure (ORCA input):
```
! RIJCOSX wB97M-V def2-TZVPD def2/J DEFGRID3
* xyz -1 1
Pb -22.630 -4.213 1.055
C -21.701 -5.677 4.184
P -22.153 -3.861 4.298
C -20.872 -3.231 5.452
C -19.844 -4.014 5.959
C -18.930 -3.500 6.876
C -19.028 -2.181 7.303
C -20.049 -1.373 6.793
C -20.924 -1.885 5.851
C -23.617 -3.801 5.372
C -24.810 -3.264 4.882
C -25.952 -3.241 5.668
C -25.919 -3.771 6.949
C -24.726 -4.297 7.461
C -23.595 -4.290 6.674
C -20.557 -5.815 3.229
C -19.257 -6.251 3.417
C -18.555 -5.984 2.208
C -19.476 -5.408 1.353
C -19.268 -4.882 -0.033
P -19.361 -2.981 0.102
C -20.085 -2.324 -1.454
C -19.827 -1.026 -1.907
C -20.524 -0.472 -2.981
C -21.512 -1.204 -3.627
C -21.811 -2.482 -3.164
C -21.112 -3.029 -2.107
C -17.595 -2.488 0.057
C -16.936 -2.547 1.294
C -15.602 -2.225 1.419
C -14.889 -1.804 0.301
C -15.522 -1.709 -0.923
C -16.862 -2.053 -1.032
N -20.700 -5.311 1.968
H -22.590 -6.181 3.806
H -21.471 -6.105 5.154
H -19.733 -5.049 5.627
H -18.142 -4.142 7.268
H -18.312 -1.791 8.024
H -20.132 -0.351 7.101
H -21.662 -1.222 5.413
H -24.842 -2.872 3.868
H -26.885 -2.843 5.265
H -26.834 -3.766 7.544
H -24.678 -4.696 8.463
H -22.654 -4.643 7.082
H -18.884 -6.740 4.301
H -17.513 -6.142 1.971
H -20.110 -5.218 -0.649
H -18.347 -5.220 -0.511
H -19.069 -0.426 -1.433
H -20.281 0.521 -3.328
H -22.041 -0.786 -4.474
H -22.591 -3.071 -3.632
H -21.404 -4.017 -1.775
H -17.501 -2.868 2.166
H -15.115 -2.327 2.386
H -13.848 -1.561 0.375
H -14.962 -1.417 -1.808
H -17.344 -1.978 -2.013
O -23.975 -7.489 -1.537
C -24.059 -6.416 -0.954
O -23.079 -5.601 -0.780
C -25.436 -5.964 -0.481
C -26.442 -6.036 -1.437
C -27.757 -5.703 -1.162
C -28.072 -5.234 0.113
C -27.079 -5.138 1.071
C -25.743 -5.539 0.823
S -24.631 -5.577 2.196
H -26.195 -6.458 -2.403
H -28.521 -5.826 -1.916
H -29.093 -4.962 0.380
H -27.326 -4.825 2.080
N -23.610 -1.318 1.178
C -23.322 -0.396 2.278
C -23.773 1.070 2.051
C -22.818 2.107 1.433
C -21.983 1.754 0.197
N -20.938 0.767 0.362
C -19.752 0.966 1.012
N -19.480 2.276 1.364
N -18.973 -0.033 1.219
C -21.862 -0.464 2.692
O -21.396 0.354 3.463
O -21.189 -1.500 2.196
H -22.919 -1.249 0.449
H -24.550 -1.195 0.824
H -23.859 -0.770 3.176
H -24.101 1.490 3.017
H -24.654 1.018 1.431
H -22.128 2.454 2.205
H -23.419 2.971 1.164
H -21.572 2.682 -0.220
H -22.628 1.335 -0.580
H -20.998 -0.101 -0.141
H -20.268 2.909 1.427
H -18.840 2.404 2.130
H -20.227 -1.323 2.265
H -18.113 0.288 1.655
*
```

LUMO: 2.164 eV
gap between HOMO and LUMO: 0.2405 Eh
highest occupied orbital energy: -4.379 eV

Here are the Löwdin charges for atoms 1 to 2, given in e: Pb 1.176; C -0.297

***

A molecular structure, C43H44N6O7S3W, computed with ωB97M-V/def2-TZVPD.

Structure (ORCA input):
```
! RIJCOSX wB97M-V def2-TZVPD def2/J DEFGRID3
* xyz 2 3
W -0.402 0.165 -0.466
C 3.086 0.053 -3.152
O 3.285 1.063 -2.167
C 2.256 0.961 -1.302
N 1.398 -0.076 -1.548
C 2.205 -0.966 -2.407
C 1.480 -1.999 -3.220
C 2.067 -2.470 -4.392
C 1.499 -3.527 -5.084
C 0.338 -4.120 -4.613
C -0.267 -3.641 -3.463
C 0.304 -2.592 -2.756
C 2.105 1.700 -0.118
C 2.952 2.695 0.426
C 2.662 3.201 1.692
C 1.575 2.738 2.412
C 0.732 1.773 1.811
N 0.972 1.267 0.553
C -0.427 1.183 2.344
N -1.024 0.211 1.646
C -2.172 -0.232 2.450
C -2.188 0.775 3.633
O -0.994 1.536 3.498
C -2.034 -1.647 2.967
C -3.164 -2.439 3.125
C -3.057 -3.679 3.731
C -1.823 -4.143 4.156
C -0.691 -3.364 3.980
C -0.799 -2.112 3.400
H 4.065 -0.321 -3.454
H 2.564 0.488 -4.014
H 2.881 -1.524 -1.730
H 2.983 -2.021 -4.746
H 1.968 -3.884 -5.984
H -0.087 -4.960 -5.138
H -1.187 -4.083 -3.113
H -0.171 -2.239 -1.832
H 3.804 3.033 -0.140
H 3.309 3.946 2.125
H 1.338 3.082 3.403
H -3.096 -0.152 1.868
H -2.162 0.276 4.605
H -3.050 1.448 3.592
H -4.127 -2.077 2.799
H -3.940 -4.283 3.871
H -1.742 -5.106 4.634
H 0.274 -3.718 4.310
H 0.068 -1.468 3.306
C -0.736 7.956 1.456
C -0.921 6.644 0.772
C -2.200 6.179 0.462
C -2.386 4.962 -0.170
C -1.281 4.193 -0.494
C 0.002 4.633 -0.209
C 0.174 5.853 0.424
S -1.527 2.666 -1.354
O -2.351 2.871 -2.511
O -0.169 2.095 -1.644
N -2.024 1.505 -0.361
C -3.342 0.906 -0.514
C -3.188 -0.643 -0.450
O -4.121 -1.386 -0.370
O -1.921 -1.015 -0.476
H -1.655 8.534 1.453
H 0.048 8.539 0.980
H -0.439 7.792 2.490
H -3.059 6.785 0.703
H -3.372 4.612 -0.432
H 0.845 4.026 -0.501
H 1.173 6.207 0.629
H -3.786 1.180 -1.480
H -4.029 1.226 0.278
N -1.391 1.690 -4.863
C -1.000 0.490 -4.470
S -1.480 -0.118 -2.921
N -0.312 -0.321 -5.263
C -0.108 -0.225 -6.668
C 1.142 -0.557 -7.178
C 1.342 -0.590 -8.546
C 0.297 -0.290 -9.406
C -0.944 0.057 -8.895
C -1.153 0.092 -7.527
H -1.869 2.288 -4.196
H -1.145 2.048 -5.776
H -0.009 -1.195 -4.849
H 1.947 -0.794 -6.500
H 2.308 -0.861 -8.944
H 0.444 -0.339 -10.472
H -1.759 0.285 -9.563
H -2.130 0.316 -7.127
O 0.489 -1.648 0.324
S 1.233 -2.704 1.158
C 1.605 -4.063 -0.020
C 3.050 -4.440 0.241
C 3.830 -3.130 0.306
C 2.996 -2.139 1.123
H 1.472 -3.658 -1.022
H 0.911 -4.884 0.141
H 3.424 -5.087 -0.551
H 3.137 -4.983 1.180
H 4.005 -2.764 -0.707
H 4.806 -3.275 0.765
H 2.991 -1.124 0.720
H 3.338 -2.097 2.156
*
```

LUMO (spin up / spin down): -6.122 / -6.678 eV
<S²>: 2.03
gap between HOMO and LUMO (spin up / spin down): 0.2015 / 0.2373 Eh
highest occupied orbital energy (spin up / spin down): -11.605 / -13.135 eV
energy above the lowest of the compared OMol25 structures with the same formula, charge and spin: 53.86 kJ/mol

Here are the natural (NBO) charges for atoms 1 to 2, given in e: W 1.967; C -0.077

***

How do the records compare in F_max? In the order shown, they have 2.6; 1.0; 3.2 eV/Å.